Record 1
83
Properties=species:S:1:pos:R:3 method="wB97M-V/def2-TZVPD" homo_energy_ev=-14.65 largest_force_ev_per_a=2.81 charge=+2 energy_ha=-1832.94108
In 10.51569 -2.39111 5.53516
B 12.85841 -1.55342 7.09711
H 12.64170 -0.65658 6.40784
H 13.73422 -1.47149 7.84806
H 11.86314 -1.79539 7.65296
H 13.03084 -2.46865 6.39945
C 15.97036 -5.23284 3.95714
C 15.79057 -3.73665 4.21089
O 14.86549 -3.64363 5.32461
H 16.74047 -5.29818 3.18271
H 15.07869 -5.68009 3.52412
H 16.36938 -5.76228 4.81779
H 15.45410 -3.15265 3.35399
H 16.70671 -3.25266 4.56160
H 14.43180 -2.78185 5.35836
C 10.44102 -0.12143 9.76461
C 9.41917 0.13640 8.66396
O 9.16202 -1.09284 7.96765
H 10.18717 -1.02208 10.32187
H 10.62011 0.75008 10.39049
H 11.36776 -0.35716 9.22926
H 9.68271 0.90061 7.93788
H 8.55343 0.55698 9.18847
H 8.62632 -1.63542 8.55909
C 14.65862 -5.66485 9.78271
C 14.58348 -4.16453 9.49304
O 13.23662 -3.72027 9.57244
H 13.88118 -6.21907 9.25348
H 14.37645 -5.80115 10.83100
H 15.62847 -6.11651 9.59604
H 14.95044 -4.07979 8.45794
H 15.34993 -3.60013 10.02911
H 13.21083 -2.94324 8.99507
C 13.67522 1.90254 9.31950
C 14.45465 0.84202 10.13504
O 15.32004 0.08467 9.28964
O 12.97878 1.26999 8.21057
H 14.23706 2.75188 8.93055
H 12.80294 2.28830 9.84748
H 13.86066 0.06443 10.62412
H 15.02795 1.31615 10.93114
H 14.73968 -0.53548 8.83000
H 13.67958 0.75240 7.78310
C 14.86220 1.91387 5.25941
C 15.09877 0.45756 4.86318
O 14.82211 0.22977 3.47339
O 15.94245 2.67974 4.75204
H 14.86936 2.01703 6.35546
H 14.00142 2.43352 4.84200
H 14.33555 -0.13174 5.37994
H 16.08682 0.06406 5.10379
H 15.31833 0.90521 2.98896
H 16.77440 2.28770 5.04739
C 9.76254 -4.43318 9.52942
C 9.90724 -5.93674 9.53036
O 9.11145 -6.44814 8.46884
O 10.62410 -3.83901 8.56771
H 9.99883 -4.04233 10.52161
H 8.74938 -4.16119 9.23581
H 9.60299 -6.33312 10.50658
H 10.92607 -6.29775 9.36575
H 9.47509 -7.28581 8.16552
H 11.51658 -3.72145 8.94166
C 11.99462 -5.71557 4.64332
C 10.52302 -5.90329 4.41074
O 10.01096 -4.77392 3.67180
O 12.24535 -4.66425 5.58882
H 12.47473 -5.33604 3.73637
H 12.52932 -6.59897 4.99268
H 9.94434 -5.99828 5.33288
H 10.38313 -6.78846 3.78969
H 9.58709 -5.14802 2.89383
H 13.14046 -4.71901 5.96278
C 10.60358 1.05000 5.18922
C 9.10423 1.16402 5.04854
O 8.48383 -0.11351 5.22861
O 11.13405 0.10054 4.27193
H 10.96963 0.74693 6.17418
H 11.04483 2.03518 5.00744
H 8.76093 1.67077 4.14517
H 8.70188 1.70364 5.91578
H 7.53257 0.01519 5.29993
H 11.28341 0.52480 3.41856



Record 2
10
Properties=species:S:1:pos:R:3 method="wB97M-V/def2-TZVPD" homo_energy_ev="-7.63 / -7.63" largest_force_ev_per_a=3.64 de_lowest_kcal_mol=121.1 charge=0 energy_ha=-5339.75131
C 0.59282 -0.26665 0.20398
C -0.17540 -1.72967 1.75249
C -0.32150 1.14358 -1.45840
O -0.25187 0.58668 -0.13573
Br 1.32513 -2.18662 2.78432
Br -1.44675 -0.75630 2.71855
H 1.32308 -0.64288 -0.52108
H -0.96743 2.01782 -1.40068
H -0.75172 0.40772 -2.13813
H 0.67363 1.42631 -1.80531



Record 3
16
Properties=species:S:1:pos:R:3 method="wB97M-V/def2-TZVPD" homo_energy_ev=-7.95 largest_force_ev_per_a=5.81 de_lowest_kcal_mol=69.0 charge=0 energy_ha=-685.90907
C 0.45484 -1.09975 -0.28619
C -1.00054 -1.51859 -0.34388
C 0.40307 0.31651 0.28624
C 0.29120 1.39743 -0.70955
N 1.42488 0.62350 1.25685
O -2.56525 0.73328 -0.05453
S -1.75239 -0.18983 0.75640
H 0.97580 -1.66901 0.44683
H 0.98351 -1.19909 -1.22603
H -1.50213 -1.60031 -1.30418
H -1.18044 -2.42709 0.24074
H 1.20682 -0.05244 2.06620
H -0.84772 1.55883 -0.89740
H 1.04398 1.24550 -1.59389
H 0.64419 2.35300 -0.20985
H 1.42019 1.52807 1.57223